(1)
34
Properties=species:S:1:pos:R:3:forces:R:3 method="wB97M-V/def2-TZVPD" homo_lumo_gap_ev=3.234 e_homo_ha=-0.5025 charge=+2
Br -1.136 -0.543 2.167 -0.2 0.7 -0.2
Ti -2.349 2.194 2.213 -0.1 -1.2 0.5
Si -0.798 1.493 -1.523 1.1 -0.1 -1.4
O -3.923 2.358 -2.788 0.7 -0.6 0.0
N 2.973 -2.501 1.825 -0.3 0.1 -0.3
N -1.961 1.010 -2.729 0.5 0.0 1.1
C 2.074 -2.471 0.675 0.5 -0.5 0.1
C 2.844 -0.189 -0.194 -0.6 -0.1 -0.2
C -2.254 0.104 0.658 -0.6 1.3 1.5
C 1.611 0.713 -0.331 0.5 0.3 -0.6
C -1.700 1.540 0.227 -0.1 -0.2 0.8
C -2.962 1.700 -2.763 -1.5 0.9 -0.5
C -3.713 0.199 1.236 1.0 0.3 -0.6
C 0.671 0.352 -1.483 -1.1 0.5 1.4
C 2.626 -1.664 -0.479 0.1 0.1 0.5
H 1.982 1.710 -0.524 0.1 0.5 0.1
H -0.398 2.892 -1.754 -0.2 0.1 0.3
H 1.090 0.792 0.613 -0.4 -0.3 0.4
H -2.173 -0.610 -0.139 0.1 -0.2 -0.4
H 3.724 -1.840 1.732 0.2 0.1 0.2
H 1.997 -3.487 0.321 -0.3 -0.5 -0.2
H -0.904 1.853 0.974 0.4 -0.1 -1.1
H -4.303 -0.622 0.866 -0.4 -0.3 0.0
H 1.154 0.463 -2.439 0.2 -0.2 -0.5
H -4.211 1.115 0.918 -0.3 0.1 -0.3
H 3.621 0.186 -0.840 0.3 0.2 -0.3
H 1.068 -2.173 0.953 -0.4 0.3 0.1
H -3.702 0.129 2.318 -0.2 -0.3 0.4
H 3.201 -0.074 0.815 0.3 0.1 0.4
H 0.293 -0.651 -1.333 0.0 -0.5 -0.4
H -2.527 2.312 0.172 0.3 -0.3 -0.5
H 2.012 -1.848 -1.347 -0.1 0.1 -0.4
H 3.588 -2.088 -0.708 0.5 -0.3 -0.2
H 2.486 -2.357 2.690 0.1 0.0 0.3

(2)
79
Properties=species:S:1:pos:R:3:forces:R:3 method="wB97M-V/def2-TZVPD" homo_lumo_gap_ev=7.824 e_homo_ha=-0.2049 charge=-1
F -0.970 -0.734 1.130 0.2 -0.8 0.5
F -1.674 0.972 -0.177 -1.1 1.0 0.1
F 0.408 0.927 0.529 3.4 2.2 1.4
F -0.307 -0.496 -1.055 0.7 -0.6 -0.2
O -4.569 1.110 -0.271 3.9 -0.1 1.6
O -2.786 -0.241 3.076 -2.2 0.7 3.9
O 0.362 3.889 0.663 -0.6 13.4 2.7
O 1.462 -2.267 -2.161 -0.1 1.1 1.5
O 2.634 -0.127 2.132 1.0 -1.0 0.4
O 0.722 -3.631 2.137 -1.2 -4.5 1.8
O 7.042 0.253 -1.189 -1.3 1.9 -2.1
O 0.221 6.547 -4.228 0.5 -3.5 -1.3
O 0.788 -3.628 7.741 -0.6 0.9 1.3
O -6.103 -0.927 -4.760 0.6 -0.5 -5.1
O -0.593 -1.038 -3.806 -0.6 -0.4 -3.1
C 0.735 -2.421 4.277 -0.3 0.2 -4.8
C 0.467 5.868 -0.626 0.5 1.4 -0.5
C 5.094 1.233 -0.300 2.7 3.3 -0.6
C 0.176 5.820 -3.049 -0.5 0.4 3.4
C 2.545 -2.802 -1.343 -0.5 2.7 -1.3
C -4.329 -1.224 -3.333 5.3 0.0 0.1
C 5.791 -1.040 0.443 -0.6 2.7 -0.7
C -4.763 -0.960 -4.591 0.3 -1.1 1.5
C 3.752 -0.059 1.338 0.3 2.2 -2.0
C 0.340 4.495 -0.537 -0.4 0.5 -1.9
C 0.096 3.747 -1.736 0.0 3.9 1.4
C -2.452 -0.831 -5.388 -1.4 -0.4 3.7
C 4.652 -1.138 1.269 0.3 2.2 -0.7
C -5.186 1.945 -1.220 0.7 2.9 4.2
C 4.021 1.155 0.530 -2.2 -1.1 2.1
C 0.960 -4.821 4.241 -0.7 3.7 2.7
C -0.118 4.392 -2.921 1.9 4.4 0.3
C 6.008 0.186 -0.337 -0.7 -3.2 1.8
C 0.905 -3.596 6.414 0.2 -2.3 -5.0
C -1.927 -1.066 -4.002 -2.1 0.1 -2.1
C -2.891 -1.324 -3.026 -1.7 0.7 -1.3
C 0.794 -3.577 3.480 0.4 -2.9 3.8
C -3.856 -0.835 -5.603 1.6 1.1 -2.0
C 0.827 -2.416 5.612 0.9 1.5 3.2
C 0.386 6.565 -1.847 0.0 -1.4 -1.4
C -3.063 -1.375 3.966 -10.0 12.0 2.0
C 0.938 -4.893 5.692 0.2 5.7 -1.9
B -0.588 0.170 0.163 -3.0 -1.5 -1.8
H -6.152 2.271 -0.829 -0.6 -0.8 -0.1
H 1.112 -1.590 -1.536 -0.4 -0.6 -1.2
H -2.682 -1.132 5.047 -2.0 0.9 -1.0
H 0.974 -1.311 5.941 -0.6 -2.2 0.5
H 2.170 -3.795 -1.123 1.0 -0.2 0.8
H 0.966 -5.745 6.296 0.1 -1.4 0.4
H 3.350 2.056 0.636 0.7 -1.2 0.0
H -2.578 -1.485 -2.015 0.0 0.0 0.4
H 1.957 0.514 1.930 -0.2 0.5 -0.6
H 6.557 -1.809 0.445 -0.2 0.0 -0.1
H 5.517 2.381 -0.707 -1.6 -3.8 0.8
H -0.076 2.767 -1.634 -0.6 -3.7 0.2
H -1.797 -0.455 -6.119 0.8 0.0 -1.0
H -3.482 1.201 -0.145 -4.1 -0.1 -1.0
H -2.413 -0.505 2.283 1.2 -1.3 -2.3
H 2.712 -2.000 -0.532 0.0 -2.0 -0.5
H -4.927 -1.203 -2.499 -1.7 -0.3 1.7
H 0.425 3.100 0.511 0.9 -14.3 -2.0
H 0.605 -1.474 3.678 0.3 -0.8 1.0
H -0.259 -0.823 -2.969 0.0 0.3 2.3
H 4.510 -1.930 1.946 -0.2 -1.1 0.5
H -2.363 -1.849 3.933 13.1 -11.7 -2.5
H -6.457 -0.720 -3.969 -2.1 1.0 4.0
H -4.291 -0.527 -6.585 0.7 -0.4 0.7
H -0.351 3.995 -3.838 -0.6 -1.8 -1.8
H 3.393 -2.676 -2.040 0.2 -1.0 0.8
H -4.758 2.966 -1.266 0.7 -0.6 -0.7
H 0.040 -3.019 7.808 0.1 0.0 1.2
H -5.218 1.392 -2.045 -0.5 -1.4 -4.1
H 0.476 5.768 -4.837 -0.6 2.3 0.5
H 0.970 -5.723 3.796 0.1 -2.8 -2.0
H 0.558 7.662 -1.877 -0.1 -1.0 -0.1
H 0.976 -2.827 1.875 1.3 5.1 -2.4
H 7.864 -0.086 -0.962 1.9 -1.2 1.3
H -4.073 -1.703 3.887 -0.3 -0.6 0.1
H 0.782 6.540 0.178 -0.4 -0.8 0.4

(3)
73
Properties=species:S:1:pos:R:3:forces:R:3 method="wB97M-V/def2-TZVPD" homo_lumo_gap_ev=7.016 e_homo_ha=-0.4127 charge=+1
O 0.703 2.534 2.707 2.1 0.3 -1.0
O 0.676 -2.638 0.019 0.3 0.9 0.3
O -1.371 4.309 1.072 0.4 0.2 -0.1
O -2.657 0.847 -2.227 0.7 0.1 0.1
O 0.357 0.642 6.692 0.1 0.0 -0.2
O 1.653 4.349 1.208 0.4 0.6 0.1
O 3.118 1.483 3.447 0.6 0.1 0.1
O 1.942 1.073 -2.650 -0.1 -0.4 0.2
N 3.177 -3.925 0.806 -0.2 0.0 -0.5
N 2.143 -0.144 0.836 1.2 0.8 -0.2
N -5.836 0.235 -0.489 -0.4 0.1 0.0
C -2.813 0.202 -3.470 -0.8 -0.8 0.1
C 3.071 -5.293 -1.201 -0.3 0.7 0.2
C -0.182 1.471 2.842 -0.8 -1.7 1.5
C 1.553 0.372 -1.489 -0.7 0.2 0.0
C 1.267 0.611 -3.800 0.0 0.9 -0.8
C 2.586 0.536 -0.388 0.3 -0.5 0.4
C 2.582 -4.008 -0.539 0.1 0.4 0.3
C 1.063 -3.896 -0.494 -0.2 -0.8 0.2
C 3.924 -0.051 -0.861 -1.0 0.5 0.0
C -3.524 0.334 -1.221 0.3 0.3 -0.6
C -1.404 1.284 1.928 0.5 0.8 0.2
C -4.913 0.906 -1.425 -1.0 -0.5 0.1
C -4.980 2.412 -1.265 1.0 0.7 0.9
C -0.684 -2.358 -0.190 -1.0 -1.8 -1.7
H 1.727 -0.299 -4.190 -0.2 -0.2 0.1
H 1.244 3.646 1.873 -1.4 -1.7 0.6
H -3.106 0.595 -0.247 -0.1 0.5 0.0
H -5.724 -0.774 -0.480 0.4 0.0 -0.1
H -2.151 1.919 2.402 -0.6 -0.1 -0.7
H 0.702 -4.691 0.178 -0.1 0.1 0.0
H 2.724 1.580 -0.068 0.0 0.1 -0.5
H -1.722 0.242 1.917 -0.1 0.0 0.3
H -5.275 0.730 -2.444 0.4 -0.4 -0.1
H -0.910 -2.314 -1.271 0.4 0.5 0.0
H 0.287 0.473 2.976 0.7 0.2 -0.8
H 2.762 -5.338 -2.244 0.1 -0.1 0.0
H 0.577 -4.100 -1.456 0.2 0.3 -0.2
H -0.617 1.501 3.860 -0.1 0.5 -0.1
H -3.795 0.387 -3.916 0.1 0.2 0.0
H 1.361 1.393 -4.557 0.3 -0.1 0.0
H -1.171 3.794 0.284 -0.3 -0.1 -0.1
H -1.121 -1.470 0.254 0.7 0.1 0.5
H 0.180 0.536 -3.689 0.1 -0.4 0.5
H 1.462 4.129 0.280 0.0 0.0 0.0
H 2.604 4.429 1.373 0.1 0.2 -0.4
H -5.982 2.819 -1.141 -0.2 -0.3 -0.3
H -4.442 2.935 -2.057 -0.3 -0.2 -0.3
H -2.783 -0.886 -3.311 0.2 0.0 -0.1
H 3.604 2.284 3.190 0.1 -0.1 -0.3
H -0.983 3.802 1.796 -0.1 0.0 0.1
H -1.246 1.568 0.887 0.1 0.1 0.0
H -2.054 0.476 -4.196 0.2 0.3 0.3
H 4.153 -5.258 -1.106 0.0 -0.4 -0.2
H 0.533 0.691 -1.218 0.2 0.3 0.4
H 2.918 -3.025 1.193 0.0 -0.2 0.4
H -3.483 -0.765 -1.223 -0.4 0.0 -0.3
H 1.450 0.450 1.254 -0.8 -0.7 0.1
H 2.968 -3.122 -1.052 0.0 -0.2 -0.4
H -0.123 0.179 7.386 0.0 0.0 0.1
H 1.912 -1.115 0.655 -0.7 0.3 0.2
H -0.211 0.573 5.918 -0.1 0.0 0.0
H 1.399 -0.709 -1.629 0.5 0.0 -0.4
H 2.184 1.532 3.006 -0.8 0.9 0.4
H 3.144 1.500 4.424 -0.7 -0.4 0.0
H 3.741 -1.114 -1.020 0.4 -0.1 0.1
H -1.260 -3.270 0.029 -0.2 0.3 0.8
H -4.437 2.744 -0.369 -0.1 -0.3 0.2
H 2.666 -6.152 -0.663 0.1 -0.1 -0.1
H 4.156 0.398 -1.825 0.3 0.0 0.1
H 2.772 -4.664 1.372 0.1 0.2 0.2
H -6.771 0.338 -0.871 -0.1 0.3 0.3
H 4.688 0.135 -0.112 0.2 -0.2 -0.1

- Among the records above, which one has the highest charge?
  C9H19BrN2OSiTi

- Among the records above, which one has the highest charge?
  C9H19BrN2OSiTi